A structure of composition C27H23F10IrN3O5Te. Source: the Open Molecules 2025 dataset; level of theory: ωB97M-V with the def2-TZVPD basis set.

The geometry in XYZ format:
```
70
Properties=species:S:1:pos:R:3:forces:R:3
Ir 0.290 -0.580 -1.024 -0.3 0.2 0.0
O 1.244 3.137 -2.305 0.0 0.1 0.0
C 0.714 2.092 -2.030 -0.1 -0.1 0.1
O 1.292 0.921 -1.980 0.0 0.2 0.2
C -0.783 2.006 -1.802 0.0 0.0 -0.1
C -1.580 3.120 -1.951 0.0 0.0 0.0
C -2.949 2.987 -1.795 0.0 0.0 0.0
C -3.461 1.738 -1.489 0.0 0.0 0.0
C -2.598 0.668 -1.341 0.0 0.0 0.1
N -1.279 0.790 -1.506 0.4 0.1 -0.1
H -1.096 4.058 -2.182 0.0 0.0 0.0
H -3.604 3.841 -1.903 0.0 0.0 0.0
H -4.520 1.577 -1.350 0.0 0.0 0.0
H -2.974 -0.300 -1.053 0.0 0.0 0.0
F 3.517 0.389 0.223 -0.1 0.0 0.0
Te 3.286 -1.447 0.563 0.2 -0.1 0.1
F 4.517 -1.425 -0.857 0.0 0.0 0.0
F 3.684 -3.270 0.308 0.0 0.0 0.0
F 2.315 -2.295 1.935 0.1 0.0 0.0
F 4.621 -1.252 1.816 0.0 0.0 0.0
O 1.859 -1.606 -0.630 -0.2 -0.1 0.1
C -0.419 4.487 5.861 0.0 0.0 0.0
C -0.106 3.493 4.776 0.0 0.0 0.0
C 0.572 3.872 3.629 0.0 0.0 0.0
C 0.864 2.962 2.619 0.0 -0.1 0.0
C 1.635 3.397 1.406 0.1 0.0 0.0
C 0.457 1.637 2.769 0.0 -0.1 0.0
C -0.207 1.219 3.928 0.0 0.1 -0.1
C -0.609 -0.213 4.138 0.1 0.0 0.0
C -0.483 2.162 4.909 0.0 0.0 0.0
C 0.865 0.634 1.715 0.0 0.0 0.0
O 1.913 0.014 1.890 -0.1 0.0 0.0
O 0.070 0.519 0.702 0.0 0.1 0.0
H 0.018 5.460 5.643 0.0 0.0 0.0
H -0.033 4.150 6.824 0.0 0.0 0.0
H -1.498 4.619 5.971 0.0 0.0 0.0
H 0.898 4.900 3.516 0.0 0.0 0.0
H 1.934 4.441 1.488 0.0 0.0 0.0
H 1.038 3.299 0.505 -0.1 0.0 -0.2
H 2.533 2.793 1.265 0.0 0.0 0.0
H 0.215 -0.893 3.916 0.0 0.0 0.0
H -1.441 -0.486 3.492 -0.1 0.0 -0.1
H -0.920 -0.372 5.169 0.0 0.0 0.0
H -0.995 1.841 5.810 0.0 0.0 0.0
F -2.170 -1.950 -2.660 0.0 0.1 -0.1
C -2.115 -2.399 -1.394 0.0 0.0 0.1
C -1.181 -1.894 -0.492 0.2 -0.2 0.0
C -1.246 -2.426 0.789 0.0 -0.1 -0.1
F -0.324 -2.111 1.687 0.1 0.2 0.2
C -2.190 -3.365 1.174 0.0 0.0 0.0
F -2.198 -3.850 2.412 0.0 0.0 0.0
C -3.114 -3.818 0.252 0.0 0.0 0.0
F -4.027 -4.716 0.599 0.0 0.0 0.0
C -3.072 -3.333 -1.043 0.0 0.0 0.0
F -3.962 -3.761 -1.939 0.0 0.0 0.0
C 1.521 -1.256 -6.263 0.0 0.0 0.0
C 1.193 -1.761 -4.901 0.0 0.0 0.0
C 1.277 -3.017 -4.346 0.0 0.0 0.0
C 0.885 -2.887 -3.005 -0.1 0.0 0.0
N 0.550 -1.617 -2.777 0.2 0.0 0.0
N 0.757 -0.947 -3.929 -0.3 -0.1 -0.1
C 0.874 -3.967 -1.978 0.0 0.0 0.0
H 1.716 -2.093 -6.929 0.0 0.0 0.0
H 2.411 -0.627 -6.236 0.0 0.0 0.0
H 0.700 -0.672 -6.678 0.0 0.0 0.0
H 1.601 -3.919 -4.834 0.0 0.0 0.0
H 0.661 0.053 -3.934 0.1 0.1 0.0
H 0.290 -4.816 -2.335 0.0 0.0 0.0
H 0.474 -3.632 -1.028 0.0 0.0 0.0
H 1.897 -4.300 -1.801 0.0 0.0 0.0
```
Positions in Å, forces in eV/Å.

Output
Total charge: 0
M, g/mol: 979.3
Total energy, hartree: -2954.1868
2S+1: 2
Max |F|, eV Å⁻¹: 0.39